Below is a 2-piece molecular cluster, C3H11N3S overall in a non-equilibrium geometry, with properties calculated with ωB97M-V with the def2-TZVPD basis set.

XYZ file:
```
18
Properties=species:S:1:pos:R:3:forces:R:3:lowdin_spin:R:1
C 0.129818 1.729884 0.393273 -1.0 1.8 1.2 0.010
C -0.148229 1.296133 -1.077249 0.7 0.3 0.4 0.093
S -1.352812 2.418490 -1.947495 1.1 -1.1 0.2 0.767
N 1.201398 0.992958 1.086385 0.0 -0.1 -0.8 0.001
H 0.392037 2.828871 0.383248 -0.6 -0.9 0.0 0.004
H -0.834471 1.572520 0.989647 1.3 0.4 -0.8 0.000
H 0.805029 1.185038 -1.633485 -0.8 0.1 -0.2 0.009
H -0.623903 0.314648 -0.974792 -0.4 -0.6 -0.7 0.036
H -1.122371 2.100771 -3.284960 0.0 0.0 1.0 0.023
H 2.083625 1.149898 0.595510 -0.2 -0.1 0.3 0.000
H 1.337919 1.319493 2.054486 -0.4 -0.1 -0.8 0.000
N 0.476953 -1.988659 1.056828 -0.8 -0.2 0.2 0.008
C -0.535177 -2.706178 0.437411 1.6 1.8 -1.1 0.002
N -0.952552 -2.240852 -0.709159 -0.9 -1.7 1.4 0.043
H 0.962145 -2.377063 1.838207 -0.1 -0.2 0.4 0.000
H 0.617930 -0.972371 0.937421 -0.1 -0.9 -0.2 0.000
H -0.823108 -3.664869 0.913782 0.2 0.6 -0.4 0.001
H -1.614226 -2.958712 -1.059058 0.2 0.9 -0.1 0.002
```
Forces are in eV/Å.

The calculation puts the energy relative to the best compared isomer or geometry (same formula, charge and spin) at 135.5 kJ/mol. For the HOMO energy (alpha / beta), the calculation gives -0.44095 / -0.43548 Ha. Its spin multiplicity is 2. Its expectation value of S² is 0.75. Its charge is +1. The calculation puts the total energy at -18585.28997 eV. The maximum force is 0.052 hartree/bohr.

Below is a 2-piece molecular cluster, C3H11N4 overall in a non-equilibrium geometry, with properties calculated with ωB97M-V with the def2-TZVPD basis set.

XYZ file:
```
18
Properties=species:S:1:pos:R:3:forces:R:3:lowdin_spin:R:1
C -1.166605 0.439294 -1.569507 -0.2 0.1 0.2 0.001
N -1.007377 0.591077 -0.121571 -0.5 0.6 -1.1 0.002
C -2.156394 0.775944 0.622166 0.8 0.0 1.3 0.001
N -2.047491 1.276603 1.795630 -0.8 -0.1 -0.7 0.000
H -0.315780 -0.087373 -1.999647 0.0 0.0 0.0 0.001
H -2.061910 -0.159042 -1.746528 0.1 0.0 -0.1 0.000
H -1.276653 1.404841 -2.074136 0.0 -0.1 -0.1 0.000
H -0.336386 1.312690 0.119896 0.2 -0.3 0.2 0.001
H -3.079115 0.373380 0.207394 0.0 0.0 -0.2 0.000
H -2.979941 1.290531 2.205501 0.2 0.1 0.2 0.000
N 1.134517 -0.823814 1.117197 -0.9 0.0 -0.4 0.211
C 2.404444 -0.943707 0.633177 1.2 -0.5 0.5 0.535
N 2.733993 -0.788106 -0.708665 0.5 0.4 -0.3 0.170
H 0.328754 -0.650269 0.516013 0.5 -0.2 0.6 0.011
H 0.994438 -0.883718 2.102648 -0.2 0.1 0.1 0.004
H 3.227144 -1.129684 1.307515 -0.2 0.1 0.0 0.042
H 3.557849 -1.302195 -0.974983 -0.2 0.0 -0.3 0.008
H 2.046512 -0.696450 -1.432099 -0.2 -0.2 0.1 0.011
```
Forces are in eV/Å.

The calculation puts the energy relative to the best compared isomer or geometry (same formula, charge and spin) at 47.1 kJ/mol. For the HOMO energy (alpha / beta), the calculation gives -0.15305 / -0.32638 Ha. Its spin multiplicity is 2. Its expectation value of S² is 0.75. The calculation puts the total energy at -9247.36141 eV. The maximum force is 0.030 hartree/bohr.

Below is a 2-piece molecular cluster, C3H11N4 overall, with properties calculated with ωB97M-V with the def2-TZVPD basis set.

XYZ file:
```
18
Properties=species:S:1:pos:R:3:forces:R:3:mulliken_charge:R:1
N 0.593046 -2.342708 1.590725 -0.2 0.5 0.1 -0.366
C 0.498510 -1.921927 0.350481 -0.1 -0.4 0.0 0.279
N -0.222249 -2.528743 -0.557631 0.0 0.3 0.0 -0.302
H -0.118800 -2.931293 2.000620 0.2 -0.3 -0.1 0.233
H 1.125427 -1.782231 2.239159 0.0 0.0 0.0 0.270
H 1.034364 -1.030718 0.054316 0.2 -0.1 0.1 0.374
H -0.223895 -2.151748 -1.494103 -0.2 -0.1 0.0 0.264
H -0.838767 -3.298954 -0.335851 0.1 0.0 -0.2 0.233
C -0.167859 1.930196 0.272412 0.0 0.1 0.2 -0.243
C -0.199881 1.621129 -1.008637 0.1 0.0 -0.3 -0.208
N -0.616352 2.550355 -2.002133 -0.2 -0.3 0.0 -0.561
N 0.238009 0.964344 1.264759 0.1 0.1 0.1 -0.493
H -0.432622 2.929710 0.601691 -0.1 0.0 -0.1 0.335
H 0.126079 0.621478 -1.308239 0.0 0.0 0.0 0.106
H -1.556527 2.314974 -2.313337 0.1 0.2 0.0 0.254
H -0.020878 2.502344 -2.820139 0.0 0.0 0.0 0.282
H -0.474345 0.948851 1.989942 0.0 -0.1 0.0 0.268
H 1.070923 1.319130 1.732680 -0.1 0.0 0.0 0.274
```
Forces are in eV/Å.

The calculation puts the energy relative to the best compared isomer or geometry (same formula, charge and spin) at 118.6 kJ/mol. For the HOMO energy, the calculation gives -0.45506 Ha. Its charge is +1. The calculation puts the total energy at -9243.01413 eV. The maximum force is 0.011 hartree/bohr.

Below is a 2-piece molecular cluster, C3H11N4 overall in a non-equilibrium geometry, with properties calculated with ωB97M-V with the def2-TZVPD basis set.

XYZ file:
```
18
Properties=species:S:1:pos:R:3:forces:R:3:mulliken_charge:R:1
C -1.157858 0.325662 -0.294214 -2.0 0.7 -0.2 0.812
C -1.872656 -0.013291 -1.512411 0.3 0.0 -3.8 -1.350
C 1.138074 -0.125123 0.201278 3.1 3.5 1.1 0.365
N -1.427155 1.184458 0.563180 0.3 0.6 1.8 -0.577
N 1.188850 1.064192 0.951608 -2.8 -5.2 -3.4 -0.234
N 2.302923 -0.699989 -0.220150 -0.7 0.5 1.5 -0.397
N -0.059844 -0.498151 -0.196407 0.6 -1.5 -1.1 -0.047
H -1.187043 0.266786 -2.479582 -1.6 -0.1 2.3 0.300
H -1.929937 -1.102494 -1.687806 -0.5 0.3 0.4 0.393
H -2.843879 0.484008 -1.604633 0.3 -0.3 0.0 0.353
H 0.604598 -0.900185 2.193303 0.7 0.1 -0.1 -0.120
H -2.314847 1.682647 0.650867 0.4 -0.2 -1.0 0.247
H 0.044869 -1.143231 2.564097 -0.8 -0.5 0.6 0.194
H 2.021195 1.401069 1.261525 2.5 1.4 0.9 0.099
H 0.222487 1.406802 1.013900 0.1 0.9 1.1 0.335
H 2.386354 -1.362223 -0.947703 -0.6 -0.8 -0.7 0.210
H 3.157047 -0.664742 0.329314 -0.5 0.5 0.1 0.239
H -0.273176 -1.306193 -0.786166 1.3 0.0 0.5 0.179
```
Forces are in eV/Å.

The calculation puts the energy relative to the best compared isomer or geometry (same formula, charge and spin) at 187.8 kJ/mol. For the HOMO energy, the calculation gives -0.53952 Ha. Its charge is +1. The calculation puts the total energy at -9242.29689 eV. The maximum force is 0.132 hartree/bohr.

Below is an isolated ion of composition C3H11N4 and charge +1 in a non-equilibrium geometry, with properties calculated with ωB97M-V with the def2-TZVPD basis set.

XYZ file:
```
18
Properties=species:S:1:pos:R:3:forces:R:3:mulliken_charge:R:1
C -2.411890 0.856453 0.397835 3.5 1.8 -0.1 -1.272
C -1.178094 0.033915 -0.064865 -1.0 0.1 -1.2 0.820
N -1.488843 -1.174480 -0.580257 -3.4 2.3 1.1 -0.365
N 0.046178 0.528798 -0.098924 0.4 1.4 1.5 -0.194
C 1.272829 -0.212709 -0.327460 3.1 3.5 0.8 -0.312
N 1.412743 -1.184625 0.613821 1.7 -3.3 3.1 -0.514
N 2.403755 0.984542 -0.295821 -1.5 -1.6 0.6 -0.636
H -2.519800 1.822609 -0.149554 -0.3 -1.2 -0.6 0.331
H -3.241451 0.247761 0.518188 -1.7 -0.9 -0.1 0.432
H -2.174515 1.324471 1.340645 0.2 -0.4 0.9 0.354
H -2.508190 -1.281423 -0.802708 1.4 0.1 0.7 0.264
H -0.999571 -1.765208 -1.162496 2.3 -1.2 -1.0 0.220
H 0.395855 1.404409 0.420017 -1.5 -1.3 -1.2 0.392
H 1.442652 -0.609038 -1.278296 -0.5 -0.6 -1.7 0.477
H 1.299194 -0.966627 1.657973 0.3 -0.1 -2.4 0.233
H 2.263451 -1.828410 0.466414 -2.0 1.5 0.4 0.267
H 3.065225 0.902848 0.516353 -1.0 -0.3 -1.2 0.234
H 2.920467 0.916722 -1.170860 0.1 0.2 0.4 0.268
```
Forces are in eV/Å.

The calculation puts the energy relative to the best compared isomer or geometry (same formula, charge and spin) at 126.4 kJ/mol. For the HOMO energy, the calculation gives -0.48057 Ha. Its charge is +1. The calculation puts the total energy at -9242.93344 eV. The SMILES is C/C(N)=[NH+]/C(N)N. The maximum force is 0.093 hartree/bohr.

Below is a 2-piece molecular cluster, C3H11N4 overall in a non-equilibrium geometry, with properties calculated with ωB97M-V with the def2-TZVPD basis set.

XYZ file:
```
18
Properties=species:S:1:pos:R:3:forces:R:3:mulliken_charge:R:1
C -1.889675 0.059916 0.629170 1.2 -1.1 -2.2 -0.027
C 1.478854 -1.566979 -0.589451 -0.8 -1.2 3.0 -0.792
C 0.846001 1.868696 -0.461470 0.5 -1.4 -0.5 -0.654
N -0.852120 0.428648 -0.120664 -3.1 -0.9 -0.8 -0.558
N -2.960086 -0.558007 0.061264 0.4 1.1 1.4 -0.301
N 1.504381 -0.766359 0.588333 0.7 0.6 1.6 -0.332
N 0.249114 0.888767 0.406270 -0.2 -2.7 2.5 0.156
H -1.828803 0.066179 1.701542 -0.3 0.3 0.6 0.338
H 0.500742 -1.950030 -0.824044 -0.5 0.3 -0.2 0.299
H 1.978183 -1.116671 -1.345257 1.6 0.9 -2.9 0.362
H 2.017145 -2.444671 -0.177332 0.2 0.0 -0.6 0.363
H 0.237033 2.730652 -0.288307 -0.2 0.9 -1.1 0.363
H 1.815315 2.001909 -0.125017 2.0 0.9 0.9 0.349
H 1.026344 1.345159 -1.459332 -1.2 1.3 1.0 0.233
H -3.780205 -0.651477 0.662484 0.4 -0.1 -0.5 0.267
H -3.107561 -0.611810 -0.942504 0.3 0.2 0.3 0.266
H 2.524111 -0.494067 0.813588 -1.9 0.1 -0.8 0.273
H 0.241231 0.770142 1.470726 0.8 1.3 -1.7 0.395
```
Forces are in eV/Å.

The calculation puts the energy relative to the best compared isomer or geometry (same formula, charge and spin) at 524.4 kJ/mol. For the HOMO energy (alpha / beta), the calculation gives -0.47666 / -0.49359 Ha. Its charge is +1. The calculation puts the total energy at -9238.80783 eV. The maximum force is 0.072 hartree/bohr.

Below is a 2-piece molecular cluster, C3H11N4O overall in a non-equilibrium geometry, with properties calculated with ωB97M-V with the def2-TZVPD basis set.

XYZ file:
```
19
Properties=species:S:1:pos:R:3:forces:R:3:mulliken_charge:R:1
N 0.197472 0.069547 1.587130 2.8 -0.6 -3.3 -0.359
C 0.790742 0.823069 0.542670 3.1 -3.2 6.6 0.071
N 0.889592 2.168101 0.980774 -0.5 -0.6 -1.5 -0.461
N 2.234734 -0.140860 0.411528 -2.5 1.8 -3.7 -0.495
H 0.629655 -0.878999 1.444245 -1.3 0.5 0.5 0.365
H 0.664867 0.517455 2.375887 -1.6 -0.5 0.9 0.299
H -0.046544 2.520892 0.758562 0.3 1.1 0.3 0.341
H 0.983540 2.038747 2.016998 -0.5 1.3 -1.1 0.306
H 2.761919 0.283066 -0.384723 -0.4 -0.5 0.6 0.306
H 2.649656 0.249907 1.231894 0.5 0.5 0.9 0.333
C -2.322084 -0.834001 -0.374992 -1.0 -2.7 2.4 0.094
N -1.476181 -0.159876 -1.236258 1.6 -0.8 0.3 -0.178
C -0.592769 -1.077355 -1.995204 0.1 0.4 -1.2 -0.783
O -2.363761 -2.079090 -0.194914 0.2 4.0 -1.1 -0.472
H -2.974597 -0.139632 0.239674 0.5 -0.7 -0.6 0.373
H -0.891123 0.549035 -0.709948 -1.3 -0.4 -1.0 0.303
H 0.078294 -1.681354 -1.379340 0.0 0.2 0.1 0.309
H -0.039974 -0.437910 -2.708038 0.0 -0.4 0.4 0.316
H -1.173438 -1.790743 -2.605944 0.0 0.5 0.5 0.332
```
Forces are in eV/Å.

The calculation puts the energy relative to the best compared isomer or geometry (same formula, charge and spin) at 825.9 kJ/mol. For the HOMO energy, the calculation gives -0.50790 Ha. Its charge is +1. The calculation puts the total energy at -11284.44414 eV. The maximum force is 0.155 hartree/bohr.